(1)
An isolated ion of composition C17H21N2O3S and charge +1. Source: OMol25; level of theory: wB97M-V/def2-TZVPD.

Geometry as XYZ:
```
44
Properties=species:S:1:pos:R:3:forces:R:3:lowdin_charge:R:1
C -2.460 2.328 -2.304 0.0 0.0 0.2 -0.04
C -2.720 2.871 -0.910 -0.6 -0.2 -0.6 -0.16
N -1.457 3.347 -0.279 0.3 0.0 -0.1 -0.07
C -1.689 4.168 0.946 0.0 0.7 0.6 -0.16
C -2.080 5.594 0.602 -0.1 -0.2 -0.1 -0.05
C -0.523 2.239 -0.034 0.6 -0.4 0.0 -0.24
C 0.659 2.184 -0.757 -0.4 0.1 0.2 0.00
C 1.554 1.155 -0.552 0.1 -0.1 0.0 0.03
C 1.271 0.156 0.385 -0.1 0.4 -0.2 -0.19
N 2.123 -0.900 0.619 -0.1 -0.2 0.5 0.15
C 3.273 -1.220 -0.067 0.0 -0.3 0.3 -0.43
O 3.815 -0.504 -0.866 0.2 0.1 -0.1 0.11
C 3.857 -2.567 0.347 0.4 0.1 -0.4 -0.06
O 2.895 -3.516 0.771 -0.1 -0.1 0.2 -0.05
C 1.930 -3.821 -0.139 0.0 0.4 -0.5 -0.51
O 1.776 -3.185 -1.155 0.2 -0.3 0.2 0.14
C 1.127 -4.945 0.289 -0.2 -0.6 0.4 -0.44
C 0.095 -5.534 -0.403 0.5 0.4 0.1 -0.08
C -0.454 -6.627 0.283 -0.1 -0.2 0.2 -0.16
C 0.163 -6.855 1.479 0.3 0.2 0.1 -0.38
S 1.427 -5.749 1.796 -0.4 -0.1 -0.5 1.09
C 0.077 0.229 1.111 0.1 0.1 -0.1 0.02
C -0.814 1.261 0.906 -0.1 0.2 -0.1 -0.01
H -1.770 1.489 -2.278 0.0 -0.1 0.0 0.09
H -2.055 3.098 -2.957 0.0 0.1 -0.1 0.09
H -3.395 1.983 -2.735 -0.1 0.0 0.0 0.09
H -3.418 3.708 -0.957 0.1 0.0 0.1 0.13
H -3.144 2.095 -0.271 0.1 0.2 0.1 0.14
H -0.996 3.958 -0.966 -0.1 -0.1 0.2 0.18
H -2.465 3.686 1.542 0.1 -0.1 -0.1 0.14
H -0.761 4.168 1.521 -0.1 -0.1 -0.1 0.14
H -1.306 6.081 0.013 0.1 0.1 -0.1 0.09
H -2.200 6.160 1.522 0.0 0.0 0.1 0.09
H -3.021 5.645 0.061 -0.1 0.0 0.0 0.08
H 0.891 2.945 -1.488 0.0 0.1 -0.1 0.13
H 2.469 1.107 -1.118 0.0 0.0 0.0 0.11
H 1.804 -1.585 1.294 0.1 0.1 -0.2 0.15
H 4.531 -2.428 1.196 -0.1 0.0 -0.1 0.15
H 4.426 -2.951 -0.506 -0.1 0.1 0.1 0.15
H -0.231 -5.182 -1.364 0.0 0.1 -0.2 0.12
H -1.266 -7.224 -0.090 -0.1 -0.1 0.0 0.11
H -0.058 -7.621 2.195 -0.1 -0.2 0.1 0.07
H -0.155 -0.534 1.839 0.0 -0.1 0.1 0.12
H -1.726 1.294 1.481 -0.1 0.0 0.1 0.12
```
Forces are in eV/Å.

HOMO energy (Eh): -0.419
Total charge: +1
SMILES: CC[NH+](CC)c1ccc(NC(=O)COC(=O)c2cccs2)cc1

***

(2)
A single C17H21N3O3S molecule. Source: OMol25; level of theory: wB97M-V/def2-TZVPD.

Geometry as XYZ:
```
45
Properties=species:S:1:pos:R:3:forces:R:3:lowdin_charge:R:1
C 2.362 4.846 0.375 0.0 0.0 0.0 -0.11
O 1.555 3.743 0.702 -0.2 0.0 -0.1 -0.19
C 2.244 2.645 1.247 0.2 -0.2 0.1 -0.24
C 3.078 1.858 0.227 -0.5 0.2 0.0 -0.15
C 2.212 1.295 -0.897 0.2 0.2 -0.2 -0.17
N 1.318 0.276 -0.400 0.0 0.0 0.2 0.09
C 0.017 0.216 -0.735 0.4 0.0 0.1 -0.44
O -0.518 0.990 -1.513 -0.2 0.1 -0.1 0.07
C -0.793 -0.830 -0.025 -0.1 -0.6 0.4 -0.14
C -0.323 -1.953 0.550 -0.5 0.2 0.0 0.05
C 1.020 -2.482 0.423 0.2 -0.1 0.3 -0.28
C 1.863 -2.930 1.422 -0.2 0.2 -0.1 -0.05
C 3.047 -3.372 0.812 0.2 -0.1 -0.1 -0.09
C 2.885 -3.208 -0.538 0.4 -0.1 0.0 -0.10
N 1.664 -2.665 -0.776 0.0 -0.2 0.2 -0.12
C 1.116 -2.436 -2.083 -0.1 0.1 -0.5 -0.01
N -2.128 -0.440 -0.016 0.1 0.4 -0.2 0.12
C -3.202 -1.077 0.529 0.2 -0.2 0.1 -0.47
O -3.133 -2.104 1.180 0.0 0.0 0.0 0.08
C -4.491 -0.419 0.276 -0.6 0.4 -0.2 -0.43
C -5.703 -0.872 0.728 0.6 0.0 -0.1 -0.10
C -6.778 -0.053 0.340 -0.1 0.2 -0.1 -0.18
C -6.377 1.015 -0.401 0.3 0.1 -0.1 -0.40
S -4.680 1.043 -0.642 -0.4 -0.4 0.3 1.06
H 3.022 4.641 -0.476 0.0 0.0 0.0 0.08
H 1.682 5.652 0.109 0.1 0.0 0.0 0.09
H 2.975 5.155 1.232 0.0 0.0 0.0 0.09
H 2.896 2.976 2.071 -0.1 0.0 0.0 0.12
H 1.463 1.998 1.656 0.1 0.0 0.1 0.12
H 3.843 2.504 -0.206 0.1 -0.1 0.0 0.11
H 3.584 1.042 0.748 0.1 0.0 0.0 0.12
H 2.855 0.877 -1.682 -0.1 0.1 0.0 0.12
H 1.590 2.082 -1.330 0.2 -0.1 0.0 0.12
H 1.680 -0.375 0.281 -0.1 0.0 0.0 0.13
H -1.008 -2.543 1.144 -0.1 0.1 -0.1 0.11
H 1.646 -2.916 2.472 -0.1 0.0 0.2 0.10
H 3.910 -3.772 1.307 0.2 -0.1 0.0 0.09
H 3.547 -3.450 -1.346 0.1 0.0 -0.2 0.11
H 0.028 -2.463 -2.036 0.1 0.0 0.0 0.10
H 1.419 -1.464 -2.482 0.0 0.0 0.0 0.09
H 1.462 -3.214 -2.764 0.0 0.0 0.1 0.10
H -2.273 0.401 -0.572 0.0 -0.2 0.1 0.09
H -5.794 -1.767 1.317 0.0 -0.2 0.1 0.12
H -7.803 -0.246 0.599 -0.2 0.0 0.0 0.10
H -6.978 1.794 -0.825 -0.2 0.1 -0.1 0.06
```
Forces are in eV/Å.

HOMO energy (Eh): -0.288
Total charge: 0
SMILES: COCCCNC(=O)/C(=C\c1cccn1C)NC(=O)c1cccs1

***

(3)
A single C17H21N5O2S molecule. Source: OMol25; level of theory: wB97M-V/def2-TZVPD.

Geometry as XYZ:
```
46
Properties=species:S:1:pos:R:3:forces:R:3:lowdin_charge:R:1
C 5.779 -1.146 2.667 0.0 0.0 0.0 -0.05
C 5.035 0.118 2.341 0.0 0.0 0.1 -0.21
C 5.711 1.329 2.228 0.0 0.0 0.0 -0.04
C 5.044 2.503 1.919 0.0 0.0 0.0 -0.08
C 3.675 2.475 1.718 0.0 0.0 0.0 -0.05
C 2.976 1.278 1.837 0.0 0.0 0.0 -0.09
C 1.484 1.272 1.675 0.0 0.0 0.0 -0.43
O 0.739 0.672 2.433 0.0 0.0 0.0 0.07
N 1.025 2.003 0.621 0.0 0.0 0.0 0.11
C -0.391 2.107 0.261 0.0 0.0 0.0 -0.34
C -1.218 2.752 1.372 0.0 0.0 0.0 -0.04
C -0.945 0.765 -0.128 0.0 0.0 0.0 -0.02
C -1.525 0.517 -1.294 0.0 0.0 0.0 0.00
C -2.067 -0.834 -1.598 0.0 0.0 0.0 -0.50
O -1.929 -1.796 -0.859 0.0 0.0 0.0 0.03
N -2.732 -0.934 -2.784 0.0 0.0 0.0 0.09
C -3.420 -2.165 -3.148 0.0 0.0 0.0 -0.36
C -3.608 -2.232 -4.654 0.0 0.0 0.0 -0.05
C -4.736 -2.266 -2.412 0.0 0.1 0.0 -0.56
N -5.877 -2.016 -2.970 0.0 0.0 0.0 0.01
N -6.930 -2.128 -2.109 0.0 0.0 0.0 -0.05
C -6.545 -2.465 -0.920 0.0 0.0 0.0 -0.48
S -4.854 -2.658 -0.739 0.0 0.0 0.0 1.09
C 3.650 0.093 2.153 0.0 0.0 -0.1 -0.21
N 2.987 -1.175 2.255 -0.1 0.0 0.0 0.09
H 5.491 -1.528 3.648 0.0 0.0 0.0 0.08
H 5.545 -1.930 1.949 0.0 0.0 0.0 0.08
H 6.854 -0.968 2.671 0.0 0.0 0.0 0.07
H 6.784 1.346 2.380 0.0 0.0 0.0 0.11
H 5.588 3.435 1.841 0.0 0.0 0.0 0.10
H 3.139 3.391 1.501 0.0 0.0 0.0 0.11
H 1.705 2.316 -0.050 0.0 0.0 0.0 0.14
H -0.420 2.759 -0.614 0.0 0.0 0.0 0.14
H -2.241 2.906 1.026 0.0 0.0 0.0 0.08
H -1.237 2.118 2.255 0.0 0.0 0.0 0.08
H -0.791 3.719 1.642 0.0 0.0 0.0 0.08
H -0.868 -0.031 0.604 0.0 0.0 0.0 0.13
H -1.623 1.291 -2.050 0.0 0.0 0.0 0.11
H -2.997 -0.092 -3.269 0.0 0.0 0.0 0.14
H -2.777 -2.978 -2.813 0.0 0.0 0.0 0.14
H -4.094 -3.165 -4.933 0.0 0.0 0.0 0.09
H -4.241 -1.418 -5.006 0.0 0.0 0.0 0.08
H -2.636 -2.177 -5.143 0.0 0.0 0.0 0.08
H -7.240 -2.601 -0.106 0.0 0.0 0.0 0.07
H 2.422 -1.190 3.098 0.0 0.0 0.0 0.09
H 2.310 -1.272 1.505 0.0 0.0 0.0 0.08
```
Forces are in eV/Å.

HOMO energy (Eh): -0.334
Total charge: 0
SMILES: Cc1cccc(C(=O)N[C@H](C)/C=C/C(=O)N[C@H](C)c2nncs2)c1N

***

Gap between HOMO and LUMO (computed, eV): 9.08; 8.11; 9.63